No. 1
16
Properties=species:S:1:pos:R:3:lowdin_charge:R:1 method="wB97M-V/def2-TZVPD" homo_lumo_gap_ev=8.52 energy_ev=-8743.42909 total_charge=+2
H -2.566 0.673 -1.741 0.13
N -1.917 0.318 -1.009 0.16
C -2.138 -0.850 -0.480 -0.11
N -1.324 -1.357 0.575 0.18
C -0.115 -1.070 1.102 0.09
N 0.835 -0.107 0.939 0.17
C 0.861 0.822 -0.039 0.05
C 2.103 1.498 -0.313 0.05
H -2.829 -1.550 -0.814 0.13
H -1.689 -2.274 0.694 0.17
H 0.039 -1.628 2.000 0.18
H 1.669 -0.227 1.458 0.18
H -0.049 1.142 -0.710 0.17
H 2.900 1.401 0.424 0.13
H 1.809 2.334 -0.856 0.10
H 2.411 0.875 -1.231 0.20



No. 2
9
Properties=species:S:1:pos:R:3:lowdin_charge:R:1 method="wB97M-V/def2-TZVPD" homo_lumo_gap_ev=7.65 energy_ev=-12474.82992
C -2.160 -0.677 0.136 -0.72
C -2.863 -1.649 0.347 -0.05
C 1.905 0.027 0.108 -0.05
P -2.127 0.963 0.117 0.89
H 2.791 0.653 0.541 0.06
H 0.930 0.652 0.109 0.01
H 2.152 -0.354 -0.842 -0.01
H 1.755 -0.732 0.788 -0.03
H -2.383 1.116 -1.302 -0.11



No. 3
42
Properties=species:S:1:pos:R:3:lowdin_charge:R:1 method="wB97M-V/def2-TZVPD" homo_lumo_gap_ev="6.94 / 8.13" energy_ev=-56085.02759 s_squared=4.127 multiplicity=4 total_charge=+3
Mn 0.639 -1.917 0.601 1.05
N 1.717 -1.416 -1.054 0.05
C 2.175 0.016 -0.893 -0.22
C 3.514 0.357 -1.546 -0.13
C 3.467 0.632 -3.051 -0.16
C 4.803 1.215 -3.526 -0.17
N 4.738 1.600 -4.932 0.09
C 5.806 1.739 -5.734 -0.41
N 7.031 1.502 -5.281 0.23
N 5.627 2.100 -6.999 0.23
C 2.204 0.308 0.608 -0.46
O 2.776 1.194 1.127 0.24
O 1.432 -0.575 1.351 -0.10
H 2.544 -2.016 -1.122 0.14
H 1.211 -1.544 -1.930 0.14
H 1.390 0.654 -1.311 0.17
H 4.243 -0.428 -1.313 0.14
H 3.864 1.249 -1.022 0.14
H 2.671 1.353 -3.261 0.13
H 3.248 -0.273 -3.624 0.13
H 5.582 0.459 -3.408 0.13
H 5.061 2.078 -2.904 0.14
H 3.889 2.040 -5.252 0.16
H 7.226 1.396 -4.300 0.12
H 7.828 1.552 -5.897 0.15
H 4.709 2.204 -7.396 0.14
H 6.409 2.280 -7.609 0.15
C -1.098 -1.086 -0.151 0.06
H -1.626 -0.798 0.754 0.07
H -1.520 -1.948 -0.671 0.07
H -0.810 -0.252 -0.782 0.05
C -0.885 -5.127 4.660 0.00
N -0.689 -4.543 3.327 0.08
C -0.277 -3.319 3.117 -0.47
N 0.014 -2.488 4.103 0.27
O -0.169 -2.896 1.876 -0.12
H -1.224 -6.149 4.533 0.11
H -1.647 -4.576 5.211 0.11
H 0.055 -5.142 5.212 0.11
H -0.912 -5.097 2.513 0.17
H -0.079 -2.761 5.070 0.14
H 0.309 -1.544 3.908 0.14



No. 4
54
Properties=species:S:1:pos:R:3:lowdin_charge:R:1 method="wB97M-V/def2-TZVPD" homo_lumo_gap_ev=9.42 energy_ev=-36097.73440
C -6.024 2.325 -1.421 -0.05
C -5.264 1.027 -1.479 -0.26
C -5.937 -0.191 -1.481 0.00
C -5.261 -1.405 -1.539 -0.25
C -6.009 -2.710 -1.504 -0.05
C -3.873 -1.389 -1.603 0.02
C -3.180 -0.187 -1.618 -0.12
C -1.682 -0.252 -1.666 -0.44
O -1.070 -1.209 -1.226 0.07
N -1.060 0.799 -2.270 0.11
C 0.327 1.114 -2.100 -0.20
C 0.689 2.459 -1.528 -0.03
C 0.956 1.232 -0.721 -0.37
C 0.167 1.070 0.568 -0.08
C 0.425 -0.261 1.275 -0.11
N 1.858 -0.519 1.368 -0.03
C 2.498 -0.269 2.536 -0.40
O 1.930 0.125 3.543 0.07
C 3.989 -0.491 2.584 -0.07
C 4.796 0.545 3.048 -0.02
C 6.162 0.365 3.166 -0.08
C 6.738 -0.857 2.842 -0.02
C 5.948 -1.906 2.399 -0.25
O 6.430 -3.136 2.074 0.08
C 4.577 -1.701 2.276 -0.18
F 3.826 -2.727 1.843 0.11
C 2.510 -0.576 0.067 -0.12
C 2.401 0.787 -0.609 -0.09
C -3.877 1.016 -1.549 0.00
H -5.409 3.124 -1.008 0.08
H -6.343 2.632 -2.419 0.08
H -6.918 2.231 -0.805 0.08
H -7.021 -0.193 -1.426 0.12
H -5.597 -3.417 -2.224 0.08
H -5.936 -3.169 -0.516 0.09
H -7.065 -2.567 -1.730 0.07
H -3.308 -2.312 -1.634 0.13
H -1.648 1.522 -2.647 0.13
H 0.979 0.711 -2.866 0.14
H 1.518 2.998 -1.969 0.11
H -0.137 3.083 -1.205 0.11
H 0.467 1.879 1.242 0.13
H -0.903 1.192 0.387 0.12
H 0.019 -0.240 2.282 0.12
H -0.026 -1.078 0.716 0.11
H 4.329 1.480 3.327 0.12
H 6.788 1.172 3.520 0.11
H 7.808 -1.005 2.941 0.12
H 7.380 -3.153 2.229 0.11
H 3.550 -0.868 0.175 0.12
H 2.003 -1.339 -0.530 0.14
H 2.867 0.760 -1.597 0.12
H 2.957 1.516 -0.009 0.13
H -3.345 1.960 -1.510 0.11



No. 5
25
Properties=species:S:1:pos:R:3:lowdin_charge:R:1 method="wB97M-V/def2-TZVPD" homo_lumo_gap_ev=10.35 energy_ev=-12075.28344
C -1.231 -1.568 0.609 -0.03
C -0.702 -0.384 -0.342 -0.37
C -1.398 -0.533 -1.690 -0.08
C 0.772 -0.072 -0.347 -0.10
C 1.708 -0.954 0.571 -0.42
N 2.980 -1.180 0.068 0.12
O 1.413 -1.581 1.617 0.00
C -0.158 1.001 0.170 -0.39
C -0.295 1.271 1.681 -0.03
C -0.346 2.320 -0.611 -0.04
H -1.078 -2.641 0.193 0.11
H -0.667 -1.673 1.427 -0.02
H -2.319 -1.572 0.808 0.08
H -1.019 0.237 -2.396 0.05
H -2.627 -0.478 -1.755 0.14
H -1.168 -1.516 -2.159 0.08
H 1.283 -0.120 -1.386 0.17
H 3.318 -0.948 -0.840 0.08
H 3.615 -1.620 0.812 0.15
H -0.087 0.375 2.218 0.05
H -1.325 1.626 1.763 0.09
H 0.457 2.018 2.068 0.10
H -1.283 2.933 -0.422 0.10
H -0.329 2.048 -1.710 0.08
H 0.487 3.011 -0.345 0.08



No. 6
10
Properties=species:S:1:pos:R:3:lowdin_charge:R:1 method="wB97M-V/def2-TZVPD" homo_lumo_gap_ev="6.67 / 9.07" energy_ev=-9668.92784
C -2.109 1.151 0.128 -0.09
C -0.950 -1.366 -0.159 -0.37
C 1.500 0.249 0.064 0.00
N -2.453 1.998 -0.558 0.00
N -1.293 -1.971 -1.088 0.21
N -0.554 -0.773 0.934 0.07
O 0.583 -0.144 1.097 -0.12
H 1.470 1.169 -0.302 0.03
H 1.284 -0.539 -0.744 0.12
H 2.520 0.226 0.628 0.14



Results for relative energy (zero: lowest compared OMol25 entry of this formula, charge and spin): 224.0; 367.4; 0.0; 14.4; 217.1; 822.7 (in kJ/mol, following the order of the records).